(1)
{
  "formula": "C5H6N",
  "method": "ωB97M-V with the def2-TZVPD basis set",
  "symbols": ["H", "H", "C", "C", "H", "H", "C", "H", "H", "C", "N", "C"],
  "coordinates": [[0.657, 0.975, 1.845], [-1.050, 2.262, 0.963], [1.433, -0.677, 0.790], [-1.290, 1.598, 0.121], [-0.466, -2.280, -2.567], [1.376, -1.168, -0.114], [0.635, 0.336, 1.027], [-1.997, 1.510, -0.716], [2.180, -0.960, 1.540], [-0.498, -0.799, -1.050], [-0.611, -1.467, -2.011], [-0.369, 0.670, 0.171]],
  "nbo_charge": [0.2673, 0.2901, -0.2620, -0.3779, 0.4904, 0.1835, -0.3286, 0.2792, 0.2464, 0.5690, -0.5104, 0.1530],
  "e_above_lowest_ev": 4.4738,
  "total_charge": 1,
  "homo_energy_ev": -14.211,
  "orbital_gap_ha": 0.3428,
  "energy_ev": -6760.7037,
  "e_lumo_ev": -4.88
}

(2)
{
  "formula": "C2H6O3P",
  "method": "ωB97M-V with the def2-TZVPD basis set",
  "symbols": ["H", "O", "H", "P", "H", "C", "O", "H", "H", "H", "O", "C"],
  "coordinates": [[-0.158, -0.305, -1.466], [-1.764, 1.502, -0.113], [-1.127, 0.371, 1.827], [-1.423, 0.150, 0.328], [1.541, 0.842, 0.885], [1.353, 0.647, -0.136], [0.655, -1.659, 0.004], [2.299, 0.467, -0.609], [0.974, 1.567, -0.471], [-0.140, -2.292, 0.082], [-2.439, -0.950, 0.062], [0.228, -0.339, -0.395]],
  "nbo_charge": [0.1663, -1.1958, -0.2450, 2.0000, 0.2014, -0.6313, -0.7641, 0.1903, 0.2288, 0.4863, -1.1831, -0.2542],
  "e_above_lowest_ev": 0.8655,
  "total_charge": -1,
  "homo_energy_ev": -4.568,
  "orbital_gap_ha": 0.3180,
  "energy_ev": -17605.1082,
  "smiles": "C[C@@H](O)[P@H](=O)[O-]",
  "e_lumo_ev": 4.09
}

(3)
{
  "formula": "C3H6N2O",
  "method": "ωB97M-V with the def2-TZVPD basis set",
  "symbols": ["H", "N", "H", "H", "C", "H", "H", "O", "C", "H", "N", "C"],
  "coordinates": [[-2.442, -2.364, 0.032], [-1.436, -2.292, 0.058], [-2.317, 0.562, 0.044], [0.803, -0.507, 0.034], [-0.642, -1.395, 0.048], [2.536, -0.459, -0.054], [1.861, 0.957, -0.826], [-0.122, 2.494, -0.177], [1.739, 0.290, 0.026], [1.879, 0.844, 0.949], [-1.332, 0.463, -0.088], [-0.527, 1.406, -0.047]],
  "nbo_charge": [0.4057, -0.7357, 0.4331, 0.2545, 0.3237, 0.2267, 0.2153, -0.4792, -0.9728, 0.2115, -0.7988, 0.9160],
  "e_above_lowest_ev": 4.5953,
  "homo_energy_ev": -9.035,
  "orbital_gap_ha": 0.3397,
  "energy_ev": -8232.1034,
  "e_lumo_ev": 0.21
}

(4)
{
  "formula": "C25H21N5O4PPdS2",
  "method": "ωB97M-V with the def2-TZVPD basis set",
  "symbols": ["C", "O", "H", "O", "H", "C", "N", "H", "H", "C", "H", "H", "C", "H", "N", "H", "H", "C", "C", "C", "H", "Pd", "C", "H", "H", "C", "S", "H", "C", "C", "S", "C", "C", "H", "O", "N", "H", "C", "C", "C", "C", "H", "N", "C", "H", "P", "C", "C", "H", "C", "N", "C", "C", "C", "C", "H", "H", "O", "H"],
  "coordinates": [[-4.116, 0.384, 3.372], [0.031, 2.184, -2.285], [-0.795, -1.423, 2.531], [-0.853, 3.957, -3.337], [-5.045, 0.883, 3.612], [-0.897, 2.821, -2.935], [1.414, -0.146, -1.201], [3.831, 1.962, -6.035], [-2.854, -1.565, -1.100], [3.592, -0.362, 3.622], [-3.139, -3.600, 0.288], [-1.157, -4.498, 1.524], [1.235, -0.075, 3.993], [-2.890, 1.252, -1.490], [-0.848, -1.364, -0.680], [4.540, -0.781, 3.935], [2.517, -1.176, 5.298], [1.885, 1.053, -6.006], [-2.862, -1.653, 3.057], [-2.174, -3.115, 0.229], [1.673, 1.222, -7.052], [-0.424, 0.320, -1.716], [1.173, 0.683, 2.816], [-2.884, 2.666, -3.331], [-2.816, -2.734, 3.054], [0.223, -1.846, -0.032], [-0.529, 3.443, 2.392], [2.263, 1.514, 1.143], [-1.070, -3.612, 0.909], [3.080, 1.462, -5.439], [-0.386, 2.300, 0.499], [2.453, -0.593, 4.389], [-4.051, -1.005, 3.361], [1.057, -3.301, 1.254], [3.622, 0.460, -1.407], [-2.328, 0.973, -2.293], [4.406, 0.554, 1.853], [2.537, 0.317, -1.907], [2.299, 0.590, -3.370], [3.296, 1.224, -4.091], [0.948, 0.423, -5.199], [-2.834, 0.266, -2.814], [-2.083, 2.067, -3.175], [2.316, 0.927, 2.053], [-0.001, 0.097, -5.609], [-0.355, 1.417, 2.326], [-2.989, 1.133, 3.084], [-2.020, -1.987, -0.554], [0.351, -0.247, 4.593], [-1.792, 0.480, 2.789], [1.144, 0.190, -3.906], [-1.725, -0.916, 2.769], [3.527, 0.393, 2.461], [1.557, -1.172, -0.306], [0.149, -2.962, 0.775], [-4.934, -1.584, 3.598], [4.207, 1.517, -3.590], [2.560, -1.635, 0.188], [-3.029, 2.215, 3.094]],
  "nbo_charge": [-0.1998, -0.7408, 0.2374, -0.6148, 0.2381, 0.8615, -0.6742, 0.2293, 0.2036, -0.1414, 0.2425, 0.2396, -0.1906, 0.3808, -0.4312, 0.2346, 0.2339, -0.2277, -0.1437, -0.2248, 0.2306, 0.9195, -0.4029, 0.3910, 0.2176, 0.1238, -0.0593, 0.2511, -0.1502, -0.1560, -0.0043, -0.2092, -0.1785, 0.2704, -0.5270, -0.6205, 0.2497, 0.6696, 0.0777, -0.1881, 0.0413, 0.3921, -0.5190, -0.1720, 0.1958, 1.2213, -0.1520, 0.0501, 0.2271, -0.4567, -0.4519, -0.2030, -0.1662, 0.6264, -0.2109, 0.2338, 0.2478, -0.5622, 0.2410],
  "e_above_lowest_ev": 0.0000,
  "total_charge": 1,
  "homo_energy_ev": -11.325,
  "orbital_gap_ha": 0.2741,
  "energy_ev": -76340.7852,
  "e_lumo_ev": -3.87
}

(5)
{
  "formula": "C4H9NO2",
  "method": "ωB97M-V with the def2-TZVPD basis set",
  "symbols": ["C", "H", "H", "O", "H", "H", "H", "H", "O", "H", "C", "H", "H", "N", "C", "C"],
  "coordinates": [[-1.704, -0.024, 0.729], [-2.710, 0.370, 0.427], [-1.207, -1.662, -0.846], [0.132, -0.140, -1.300], [1.938, -0.849, -2.121], [2.086, -0.085, -0.516], [1.092, 1.587, 1.297], [1.727, 0.906, -1.958], [0.679, -0.392, 1.522], [-1.861, -0.702, 1.567], [1.542, -0.057, -1.468], [-1.150, 2.035, 0.781], [0.404, -1.782, -0.116], [-0.921, 1.102, 1.095], [-0.409, -1.078, -0.434], [0.363, 0.772, 1.341]],
  "nbo_charge": [-0.2637, 0.1969, 0.1579, -0.5596, 0.1720, 0.1885, 0.1250, 0.1905, -0.6152, 0.1946, -0.2551, 0.4009, 0.1920, -0.6125, -0.0056, 0.4934],
  "e_above_lowest_ev": 4.0543,
  "homo_energy_ev": -8.457,
  "orbital_gap_ha": 0.3457,
  "energy_ev": -9876.0063,
  "e_lumo_ev": 0.95
}

(6)
{
  "formula": "C3H14NO2",
  "method": "ωB97M-V with the def2-TZVPD basis set",
  "symbols": ["H", "O", "N", "H", "H", "H", "C", "H", "H", "H", "H", "H", "H", "H", "O", "H", "H", "C", "C", "H"],
  "coordinates": [[-0.037, -0.285, 1.064], [0.428, 1.320, 2.323], [0.196, -0.738, 0.195], [-0.085, -2.860, 0.833], [2.590, 0.812, -1.779], [-1.848, 1.201, 0.362], [-1.130, -0.562, -0.685], [-0.784, -0.818, -1.713], [1.687, 1.966, -1.604], [-2.942, 0.913, -1.035], [0.641, 1.532, 3.271], [1.627, -1.982, 0.783], [-1.243, 1.610, -1.102], [0.865, -0.129, -0.254], [1.809, 1.072, -1.301], [-1.819, -1.390, -0.325], [0.619, -2.630, -0.680], [-1.873, 0.839, -0.668], [0.632, -2.095, 0.286], [0.667, 2.224, 2.029]],
  "nbo_charge": [0.4555, -0.9697, -0.5323, 0.2493, 0.4956, 0.2249, -0.2154, 0.2207, 0.4961, 0.2712, 0.4960, 0.2429, 0.2197, 0.4637, -0.9664, 0.2239, 0.2416, -0.6484, -0.4524, 0.4833],
  "e_above_lowest_ev": 1.3079,
  "total_charge": 1,
  "homo_energy_ev": -15.711,
  "orbital_gap_ha": 0.4716,
  "energy_ev": -8916.4778,
  "e_lumo_ev": -2.88
}

(7)
{
  "formula": "C3H3NOS",
  "method": "ωB97M-V with the def2-TZVPD basis set",
  "symbols": ["C", "C", "O", "S", "H", "C", "H", "N", "H"],
  "coordinates": [[0.102, -1.420, -0.082], [0.176, 0.127, 0.455], [-0.897, -1.988, -0.472], [1.499, 1.109, -0.295], [0.966, -1.916, -0.110], [-1.072, 0.923, 0.257], [0.277, -0.070, 1.506], [-2.094, 1.406, 0.088], [1.044, 1.829, -1.347]],
  "nbo_charge": [0.4518, -0.5368, -0.4653, -0.0010, 0.1276, 0.2593, 0.2766, -0.2823, 0.1701],
  "e_above_lowest_ev": 1.5399,
  "homo_energy_ev": -10.051,
  "orbital_gap_ha": 0.3756,
  "energy_ev": -17530.4005,
  "smiles": "N#C[C@H](S)C=O",
  "e_lumo_ev": 0.17
}